A structure of composition C9H19N3O9Pb. Source: the OMol25 dataset; level of theory: the ωB97M-V functional and the def2-TZVPD basis.

Calculated values
* molecular weight: 520.46 g/mol
* charge: -1
* HOMO energy (spin up / spin down): -2.60 / -2.50 eV
* multiplicity: 2
* DFT total energy: -37785.464 eV
* frontier orbital gap (spin up / spin down): 4.9 / 4.2 eV
* LUMO level (spin up / spin down): 2.254 / 1.720 eV

```
41
Properties=species:S:1:pos:R:3:mulliken_spin:R:1
Pb -0.669 -0.548 0.373 -0.033
C -1.304 -0.434 3.324 -0.001
O -1.821 0.328 2.524 0.007
O -1.413 -0.350 4.537 0.007
O -0.488 -1.238 2.808 0.017
C -2.322 -2.996 -0.125 -0.038
O -2.847 -1.857 -0.107 0.315
O -3.070 -3.987 -0.399 0.516
O -1.133 -3.104 0.282 0.210
C 2.515 -2.080 0.858 0.000
O 1.458 -1.741 0.004 0.000
C 1.886 -1.679 -1.327 -0.001
C 0.958 -1.208 -2.339 0.000
N 0.356 0.121 -2.032 -0.002
C -0.845 0.203 -2.854 -0.002
C -1.723 1.379 -2.224 0.001
O -1.894 1.317 -0.773 0.002
C -2.655 2.386 -0.270 0.000
H 3.197 -1.256 1.069 0.000
H 3.027 -2.939 0.426 0.000
H 2.010 -2.325 1.793 0.000
H 2.279 -2.656 -1.612 0.000
H 2.755 -1.020 -1.319 0.000
H 0.129 -1.904 -2.468 0.000
H 1.452 -1.236 -3.310 0.000
H 0.998 0.724 -2.527 0.000
H -1.421 -0.722 -2.898 -0.001
H -0.810 0.551 -3.886 0.000
H -2.678 1.597 -2.703 0.000
H -1.148 2.295 -2.359 0.000
H -3.692 2.064 -0.182 0.000
H -2.676 3.330 -0.813 0.000
H -2.240 2.494 0.733 0.000
C 1.462 1.824 1.938 -0.001
O 1.144 0.971 1.118 0.002
N 1.616 1.476 3.224 0.000
N 1.835 3.030 1.568 0.000
H 1.897 2.098 3.969 0.000
H 1.467 0.479 3.276 0.000
H 2.495 3.538 2.140 0.000
H 1.910 3.075 0.562 0.000
```